{
  "formula": "C42H35AsN6O2ReS7",
  "method": "the ωB97M-V functional and the def2-TZVPD basis",
  "species": ["Re", "N", "S", "N", "S", "N", "S", "N", "C", "C", "C", "C", "C", "C", "C", "C", "C", "C", "C", "C", "C", "C", "C", "C", "C", "C", "C", "C", "C", "C", "C", "C", "C", "C", "C", "C", "C", "C", "C", "C", "C", "C", "C", "C", "H", "H", "H", "H", "H", "H", "H", "H", "H", "H", "H", "H", "H", "H", "H", "H", "H", "H", "H", "H", "H", "H", "H", "H", "H", "H", "H", "H", "H", "H", "O", "N", "N", "O", "C", "C", "C", "C", "C", "C", "H", "H", "H", "H", "H", "S", "As", "S", "S", "S"],
  "positions_angstrom": [[-0.025, 0.115, -0.065], [-0.378, -0.854, 1.610], [-0.127, -0.545, 3.091], [1.131, 0.356, 3.624], [2.503, 0.809, 3.047], [3.354, -0.282, 2.282], [3.036, -0.853, 0.818], [1.799, -0.207, 0.188], [2.886, -2.623, 1.076], [3.466, -3.187, 2.201], [3.420, -4.563, 2.355], [2.805, -5.350, 1.394], [2.221, -4.768, 0.278], [2.258, -3.393, 0.112], [4.473, -0.527, -0.204], [5.732, -0.883, 0.249], [6.827, -0.611, -0.556], [6.647, 0.010, -1.784], [5.379, 0.364, -2.222], [4.278, 0.091, -1.430], [2.349, 2.257, 2.008], [3.264, 2.428, 0.983], [3.158, 3.539, 0.166], [2.159, 4.472, 0.401], [1.287, 4.317, 1.469], [1.377, 3.202, 2.287], [3.591, 1.261, 4.388], [3.149, 1.609, 5.654], [4.073, 2.085, 6.573], [5.409, 2.222, 6.220], [5.840, 1.857, 4.953], [4.928, 1.378, 4.031], [-1.511, 0.168, 3.991], [-1.308, 0.454, 5.330], [-2.344, 0.999, 6.068], [-3.573, 1.230, 5.467], [-3.769, 0.919, 4.129], [-2.730, 0.391, 3.376], [0.197, -2.159, 3.808], [-0.361, -3.259, 3.180], [-0.127, -4.520, 3.701], [0.648, -4.666, 4.841], [1.192, -3.555, 5.466], [0.968, -2.288, 4.951], [3.948, -2.557, 2.930], [3.885, -5.020, 3.214], [2.796, -6.422, 1.509], [1.753, -5.389, -0.469], [1.806, -2.923, -0.747], [5.845, -1.347, 1.216], [7.816, -0.881, -0.221], [7.507, 0.226, -2.398], [5.252, 0.855, -3.173], [3.279, 0.369, -1.732], [4.049, 1.704, 0.831], [3.856, 3.674, -0.645], [2.064, 5.326, -0.251], [0.531, 5.061, 1.664], [0.709, 3.055, 3.120], [2.106, 1.515, 5.908], [3.749, 2.360, 7.565], [6.118, 2.613, 6.933], [6.880, 1.950, 4.676], [5.232, 1.084, 3.040], [-0.349, 0.248, 5.775], [-2.188, 1.238, 7.109], [-4.383, 1.646, 6.047], [-4.736, 1.083, 3.676], [-2.861, 0.144, 2.334], [-0.961, -3.113, 2.298], [-0.558, -5.385, 3.221], [0.823, -5.650, 5.246], [1.786, -3.675, 6.358], [1.390, -1.417, 5.425], [-0.734, 1.886, 1.210], [-1.837, 2.370, 0.806], [-2.314, 1.837, -0.235], [-1.628, 0.832, -0.781], [-3.575, 2.123, -0.776], [-4.529, 2.785, -0.007], [-5.804, 2.933, -0.514], [-6.124, 2.435, -1.770], [-5.157, 1.807, -2.542], [-3.875, 1.646, -2.051], [-4.259, 3.151, 0.969], [-6.559, 3.423, 0.076], [-7.130, 2.537, -2.144], [-5.409, 1.438, -3.521], [-3.114, 1.166, -2.650], [1.364, -3.082, -4.078], [0.984, -1.150, -5.087], [-0.151, -1.347, -1.862], [0.286, 0.101, -3.252], [2.979, -1.812, -4.380]],
  "lowdin_charge": [1.32, -0.42, 0.91, -0.36, 0.97, -0.36, 0.92, -0.47, -0.30, -0.06, -0.04, -0.02, -0.03, -0.06, -0.32, -0.05, -0.02, -0.02, -0.04, -0.09, -0.33, -0.08, -0.03, -0.02, -0.04, -0.07, -0.29, -0.04, -0.03, -0.02, -0.02, -0.06, -0.30, -0.06, -0.03, -0.02, -0.03, -0.06, -0.31, -0.06, -0.04, -0.04, -0.04, -0.07, 0.11, 0.13, 0.13, 0.12, 0.06, 0.12, 0.13, 0.13, 0.12, 0.09, 0.09, 0.12, 0.13, 0.13, 0.12, 0.11, 0.13, 0.13, 0.13, 0.10, 0.10, 0.12, 0.13, 0.12, 0.10, 0.11, 0.12, 0.12, 0.12, 0.10, -0.20, 0.07, -0.13, -0.35, -0.18, 0.00, -0.04, -0.03, -0.04, 0.01, 0.11, 0.12, 0.12, 0.12, 0.11, -0.01, 0.44, 0.10, -0.06, 0.00],
  "homo_energy_ev": [-14.87, -14.87],
  "charge": 3,
  "total_energy_ev": -195939.83033,
  "orbital_gap_ev": [5.40, 5.40]
}



{
  "formula": "C42H36ClN3O4PS2Zr",
  "method": "the ωB97M-V functional and the def2-TZVPD basis",
  "species": ["Zr", "O", "C", "C", "C", "C", "C", "C", "C", "O", "N", "N", "C", "S", "C", "C", "S", "H", "H", "H", "H", "H", "H", "H", "H", "H", "Cl", "C", "C", "C", "C", "C", "C", "P", "C", "C", "C", "C", "C", "C", "C", "C", "C", "C", "C", "C", "H", "H", "H", "H", "H", "H", "H", "H", "H", "H", "H", "H", "H", "H", "C", "O", "C", "C", "C", "C", "C", "C", "N", "C", "C", "C", "C", "C", "C", "C", "O", "H", "H", "H", "H", "H", "H", "H", "H", "H", "H", "H", "H", "H"],
  "positions_angstrom": [[0.132, -0.218, -0.172], [-0.153, -2.584, 3.022], [0.859, -2.061, 3.771], [1.023, -2.414, 5.104], [2.006, -1.810, 5.869], [2.832, -0.831, 5.322], [2.674, -0.480, 4.001], [1.702, -1.098, 3.201], [1.600, -0.713, 1.800], [1.114, -1.566, 0.885], [1.913, 0.520, 1.459], [1.939, 0.776, 0.048], [3.006, 1.425, -0.368], [4.342, 1.708, 0.658], [5.175, 2.845, -0.494], [4.846, 2.416, -1.908], [3.067, 2.038, -1.974], [-0.603, -3.263, 3.541], [0.373, -3.163, 5.543], [2.127, -2.105, 6.903], [3.598, -0.364, 5.925], [3.310, 0.270, 3.551], [6.245, 2.783, -0.298], [4.829, 3.854, -0.277], [5.393, 1.522, -2.203], [5.041, 3.211, -2.627], [-2.170, -1.800, -0.066], [-3.297, -1.286, 1.204], [-4.398, -2.079, 1.432], [-5.303, -1.674, 2.408], [-5.094, -0.504, 3.123], [-3.974, 0.276, 2.871], [-3.054, -0.105, 1.895], [-1.605, 0.903, 1.539], [-1.109, 1.737, 3.046], [-0.916, 3.115, 3.087], [-0.479, 3.704, 4.264], [-0.235, 2.924, 5.386], [-0.431, 1.548, 5.342], [-0.866, 0.948, 4.173], [-2.040, 2.089, 0.246], [-3.337, 2.367, -0.173], [-3.540, 3.280, -1.200], [-2.459, 3.910, -1.810], [-1.160, 3.624, -1.408], [-0.948, 2.706, -0.389], [-4.555, -2.990, 0.872], [-6.174, -2.283, 2.607], [-5.803, -0.198, 3.880], [-3.802, 1.182, 3.439], [-1.120, 3.728, 2.219], [-0.341, 4.776, 4.308], [0.099, 3.391, 6.302], [-0.252, 0.944, 6.221], [-1.034, -0.122, 4.144], [-4.182, 1.886, 0.302], [-4.547, 3.514, -1.517], [-2.633, 4.633, -2.595], [-0.323, 4.127, -1.874], [0.069, 2.539, -0.017], [1.465, -1.525, -6.217], [1.039, -2.095, -4.971], [1.909, -2.101, -3.947], [3.131, -1.439, -3.934], [3.955, -1.529, -2.820], [3.594, -2.278, -1.710], [2.386, -2.960, -1.721], [1.551, -2.853, -2.817], [0.338, -3.619, -2.855], [-0.850, -3.268, -3.254], [-1.443, -1.998, -3.546], [-2.520, -2.060, -4.455], [-3.149, -0.923, -4.906], [-2.740, 0.313, -4.416], [-1.724, 0.407, -3.477], [-1.079, -0.732, -3.028], [-0.137, -0.642, -2.059], [0.659, -1.712, -6.918], [2.375, -2.012, -6.568], [1.624, -0.452, -6.116], [3.453, -0.875, -4.797], [4.918, -1.035, -2.845], [4.260, -2.370, -0.863], [2.094, -3.584, -0.885], [0.466, -4.615, -2.707], [-1.509, -4.115, -3.425], [-2.828, -3.028, -4.833], [-3.950, -0.989, -5.628], [-3.233, 1.215, -4.755], [-1.429, 1.368, -3.072]],
  "lowdin_charge": [1.62, 0.05, -0.27, 0.00, -0.03, -0.05, 0.00, -0.11, -0.42, -0.20, 0.03, -0.29, -0.92, 1.06, -0.45, -0.46, 0.99, 0.13, 0.13, 0.13, 0.12, 0.11, 0.10, 0.10, 0.08, 0.10, 0.77, -0.57, -0.07, -0.02, -0.02, -0.05, -0.38, 1.01, -0.37, -0.06, -0.04, -0.03, -0.04, -0.09, -0.38, -0.04, -0.03, -0.04, -0.06, -0.16, 0.12, 0.13, 0.13, 0.13, 0.11, 0.12, 0.12, 0.12, 0.11, 0.12, 0.13, 0.13, 0.12, 0.09, -0.01, -0.07, -0.23, 0.01, -0.06, -0.06, -0.02, -0.16, 0.17, 0.04, -0.15, 0.01, -0.03, -0.01, 0.01, -0.32, -0.31, 0.10, 0.11, 0.10, 0.12, 0.11, 0.12, 0.13, 0.19, 0.16, 0.13, 0.13, 0.13, 0.11],
  "homo_energy_ev": -15.53,
  "charge": 3,
  "total_energy_ev": -101539.99579,
  "orbital_gap_ev": 6.79
}